Entry A
ORCA calculation (ωB97M-V/def2-TZVPD) on C2H5N3S2 as an isolated structure.

XYZ file:
```
12
Properties=species:S:1:pos:R:3
C -0.790 -0.157 0.190
C 2.185 -0.238 -0.031
H -2.273 0.854 -0.592
H -2.747 -0.632 -0.314
H 0.194 -0.979 1.486
H -0.208 1.024 -1.148
H 1.168 -0.834 -0.469
N -1.889 -0.077 -0.743
N -0.699 -1.111 1.108
N -0.224 1.203 0.132
S 1.538 1.277 0.524
S 3.744 -0.331 -0.143
```

Calculated values
Charge: 0
HOMO level (eV): -9.060
E_LUMO (eV): -0.655
Multiplicity: 1
Frontier orbital gap (eV): 8.4055



Entry B
ORCA calculation (ωB97M-V/def2-TZVPD) on C2H5N3S2 as an isolated structure.

XYZ file:
```
12
Properties=species:S:1:pos:R:3
C 0.726 -0.935 -0.326
C -0.909 0.936 -0.208
H 2.582 0.554 0.007
H 1.372 1.613 1.285
H 0.079 -1.498 -1.156
H -0.638 1.936 -0.311
H -3.428 -1.281 0.707
N 1.594 1.246 0.070
N 0.444 0.335 0.035
N -1.956 0.229 -0.204
S 2.283 -1.663 0.009
S -2.148 -1.472 0.094
```

Calculated values
Charge: 0
HOMO level (eV): -8.614
E_LUMO (eV): -0.360
Multiplicity: 1
Frontier orbital gap (eV): 8.2539



Energetically preferred structure: entry A | next structure: +27.1 kcal/mol